Computed, not measured: a molecular structure, C5H8O, with wB97M-V/def2-TZVPD.

Last column: Mulliken charge in e.
CARTESIAN COORDINATES (ANGSTROEM)
C  -1.427  0.333  -0.597  -0.786
C  -0.597  0.327  0.545  0.183
C  0.545  1.114  0.405  -0.401
C  1.507  0.152  0.056  -0.258
O  1.264  -1.060  0.643  -0.346
C  -0.123  -1.025  1.047  -0.419
H  -0.322  -0.082  -1.414  -0.022
H  -1.662  1.293  -1.063  0.331
H  -2.207  -0.422  -0.716  0.323
H  0.535  2.095  -0.059  0.348
H  2.551  0.293  -0.215  0.415
H  0.754  -0.021  -1.337  0.090
H  -0.168  -1.140  2.135  0.271
H  -0.650  -1.859  0.570  0.271

Properties
relative energy (zero: lowest compared OMol25 entry of this formula, charge and spin): 4.940 eV
strongest force on any atom: 0.27 eV/Å
charge: 0
orbital gap: 9.62 eV
multiplicity: 1
LUMO level: 0.031 hartree

---

Computed, not measured: 2 unconnected molecules or ions with the total composition C9H4N4O in a non-equilibrium geometry, with wB97M-V/def2-TZVPD.

Last column: Mulliken charge in e.
CARTESIAN COORDINATES (ANGSTROEM)
C  -1.219  2.166  0.396  -0.056
C  -2.622  1.101  -1.347  0.085
C  -0.756  -2.125  1.226  -0.149
C  -1.937  -2.092  -0.749  0.019
C  1.797  -0.527  -1.016  -0.267
C  2.154  0.213  -0.132  0.118
C  -1.754  1.050  -0.245  0.762
C  -1.351  -1.294  0.245  0.856
C  2.934  1.002  0.843  -1.016
N  -0.697  3.069  0.829  -0.367
N  -3.210  0.963  -2.312  -0.328
N  -0.296  -3.004  1.788  -0.317
N  -2.272  -2.760  -1.583  -0.303
O  -1.379  -0.014  0.407  -0.230
H  1.328  -1.129  -1.887  0.352
H  2.193  1.285  1.701  0.253
H  3.464  1.816  0.442  0.307
H  3.623  0.280  1.395  0.281

Properties
relative energy (zero: lowest compared OMol25 entry of this formula, charge and spin): 1.762 eV
strongest force on any atom: 4.52 eV/Å
charge: 0
orbital gap (alpha / beta): 7.46 / 7.22 eV
multiplicity: 1
LUMO level (alpha / beta): -0.099 / -0.103 hartree

---

Computed, not measured: a molecular structure, C5H12N2O in a non-equilibrium geometry, with wB97M-V/def2-TZVPD.

Last column: Mulliken charge in e.
CARTESIAN COORDINATES (ANGSTROEM)
C  0.081  1.085  0.445  1.463
C  -0.453  2.338  1.142  -1.606
C  1.594  1.198  0.184  -1.390
O  -0.221  -0.019  1.263  -0.582
C  -0.582  0.958  -0.892  0.003
N  -1.079  0.226  -1.659  -0.478
H  0.029  -0.854  0.795  0.466
H  -0.263  3.228  0.545  0.377
H  1.964  0.301  -0.312  0.294
H  -1.524  2.240  1.312  0.378
H  0.042  2.439  2.106  0.395
H  2.100  1.296  1.143  0.378
H  1.825  2.068  -0.430  0.344
C  -1.025  -2.318  -0.957  -0.897
N  0.266  -2.282  -0.286  -0.585
H  1.009  -2.127  -0.961  0.212
H  0.474  -3.143  0.213  0.200
H  -1.123  -3.100  -1.717  0.373
H  -1.814  -2.434  -0.218  0.317
H  -1.301  -1.098  -1.714  0.337

Properties
relative energy (zero: lowest compared OMol25 entry of this formula, charge and spin): 3.660 eV
strongest force on any atom: 4.74 eV/Å
charge: 0
orbital gap: 9.32 eV
multiplicity: 1
LUMO level: 0.027 hartree

---

Computed, not measured: 2 unconnected molecules or ions with the total composition C7H11F2N2 in a non-equilibrium geometry, with wB97M-V/def2-TZVPD.

Last column: Mulliken charge in e.
CARTESIAN COORDINATES (ANGSTROEM)
C  -1.073  -0.196  0.334  -0.039
C  3.956  0.829  -0.375  -0.716
C  3.304  -0.291  -0.086  -0.097
C  -3.289  -0.630  0.136  -0.528
C  -2.976  0.915  0.062  -0.518
C  1.896  -0.573  -0.739  -0.407
C  1.019  -0.224  0.486  0.665
N  -1.973  -1.077  0.652  -0.149
N  -1.543  0.977  -0.106  -0.112
F  1.097  -1.074  1.534  -0.234
F  1.192  1.029  0.915  -0.223
H  4.923  1.083  0.067  0.271
H  3.553  1.533  -1.049  0.257
H  3.757  -1.257  0.415  0.286
H  -4.145  -0.913  0.669  0.364
H  -3.285  -0.932  -0.924  0.316
H  -3.571  1.291  -0.779  0.332
H  -3.257  1.353  1.010  0.329
H  1.596  0.124  -1.630  0.303
H  1.689  -1.637  -1.127  0.338
H  -1.967  -2.056  0.579  0.296
H  -0.903  1.725  -0.047  0.266

Properties
relative energy (zero: lowest compared OMol25 entry of this formula, charge and spin): 1.495 eV
strongest force on any atom: 4.78 eV/Å
charge: +1
orbital gap: 10.25 eV
multiplicity: 1
LUMO level: -0.123 hartree